Record 1
Here is the molecule C2HFO2S in a non-equilibrium geometry from the Open Molecules 2025 dataset. Energies are from the ωB97M-V functional and the def2-TZVPD basis.

Calculated values
relative energy (zero: lowest compared OMol25 entry of this formula, charge and spin) = 2.0917 eV
orbital gap = 10.27 eV
max |F| = 9.84 eV/Å
SMILES string = C#CS(=O)(=O)F
total charge = 0
spin multiplicity = 1

Geometry (Å):
C 0.1895 0.0819 0.1581
C 1.0729 -0.3632 0.8396
S 2.2482 -0.5107 2.1101
O 2.5366 1.1839 2.2760
O 3.3029 -1.3448 1.7364
F 1.3946 -0.9964 3.4600
H -0.3395 0.6832 -0.5219

Record 2
Here is the molecule C5H6O2 from the Open Molecules 2025 dataset. Energies are from the ωB97M-V functional and the def2-TZVPD basis.

Calculated values
relative energy (zero: lowest compared OMol25 entry of this formula, charge and spin) = 1.2666 eV
orbital gap = 10.58 eV
max |F| = 0.67 eV/Å
SMILES string = O=CC1(C=O)CC1
total charge = 0
spin multiplicity = 1

Geometry (Å):
O -2.0405 -1.2386 -0.5185
C -0.8395 -1.2498 -0.6847
C 0.0819 -0.2129 -0.1507
C 1.5592 -0.2866 -0.4061
O 2.3205 0.5537 0.0191
C -0.3160 0.4241 1.1876
C -0.4899 1.2068 -0.0404
H -0.3577 -2.0624 -1.2655
H 1.9588 -1.1365 -1.0002
H 0.5235 0.6644 1.8332
H -1.1989 -0.0025 1.6545
H 0.2290 1.9925 -0.2511
H -1.4945 1.3263 -0.4364

Record 3
Here is a cluster of 2 separate species, C5H8N in total in a non-equilibrium geometry from the Open Molecules 2025 dataset. Energies are from the ωB97M-V functional and the def2-TZVPD basis.

Calculated values
relative energy (zero: lowest compared OMol25 entry of this formula, charge and spin) = 7.5503 eV
orbital gap = 8.81 eV
max |F| = 6.04 eV/Å
total charge = +1
spin multiplicity = 1

Geometry (Å):
C 1.0930 0.3818 0.4582
C 1.8750 1.4369 0.5952
C 1.1120 -1.1811 0.4825
C -0.4030 -1.1465 -0.0296
C -0.3573 0.3629 0.1144
N -0.8914 1.3406 -0.8652
H 1.7254 -1.7086 -0.2360
H 1.3531 -1.5837 1.5595
H -0.4065 -1.6016 -0.9180
H -1.0422 -1.7351 0.6060
H -0.9965 0.6821 1.5305
H -0.3024 2.2005 -0.7288
H -1.9000 1.6442 -0.7287
H -0.8591 0.9077 -1.8401

Record 4
Here is a cluster of 2 separate species, C5H11O2 in total in a non-equilibrium geometry from the Open Molecules 2025 dataset. Energies are from the ωB97M-V functional and the def2-TZVPD basis.

Calculated values
relative energy (zero: lowest compared OMol25 entry of this formula, charge and spin) = 1.5998 eV
orbital gap = 7.22 eV
max |F| = 4.31 eV/Å
total charge = -1
spin multiplicity = 1

Geometry (Å):
C 0.2788 2.2522 -0.1063
C -0.8888 1.3705 0.1852
C 1.2366 1.1990 -0.8909
O 0.7006 0.1778 -1.3678
O 2.4004 1.4411 -1.0525
H -0.0747 3.0019 -0.8209
H 0.8784 2.7286 0.7402
H -1.6887 1.7093 0.8953
H -0.4543 0.4408 0.6439
H -1.5453 0.9581 -0.6946
C -0.7290 -3.0818 1.2188
C -2.1411 -2.5547 1.4217
H -0.0704 -3.2945 2.0059
H -0.9236 -4.0945 0.7032
H -0.1126 -2.3236 0.7114
H -2.6420 -2.7299 2.3685
H -2.0425 -1.4811 1.2386
H -2.6712 -2.9776 0.5994

Record 5
Here is a structure of composition C45H50N11PmSi in a non-equilibrium geometry from the Open Molecules 2025 dataset. Energies are from the ωB97M-V functional and the def2-TZVPD basis.

Calculated values
relative energy (zero: lowest compared OMol25 entry of this formula, charge and spin) = 0.9448 eV
orbital gap (alpha / beta) = 7.69 / 7.75 eV
max |F| = 1.15 eV/Å
total charge = +2
spin multiplicity = 5

Geometry (Å):
Pm 0.0366 0.0194 -0.0058
C 2.5685 1.4554 1.9965
N 1.3620 0.7200 2.4012
C 1.7472 -0.4452 3.2183
C 1.1105 -1.7634 2.8490
C 0.9843 -2.7499 3.8224
C 0.6268 -4.0343 3.4515
C 0.4296 -4.2942 2.1034
C 0.5288 -3.2463 1.2069
N 0.8323 -1.9928 1.5619
C 0.5168 1.6307 3.1794
C -0.8976 1.1528 3.3602
C -1.5535 1.3486 4.5710
C -2.9156 1.1137 4.6470
C -3.5675 0.6646 3.5088
C -2.8235 0.4388 2.3654
N -1.5112 0.6701 2.2723
C 3.4041 0.7365 0.9692
C 4.7691 0.9968 0.9056
C 5.5182 0.4209 -0.1043
C 4.8771 -0.4358 -0.9860
C 3.5251 -0.6681 -0.8218
N 2.7834 -0.0805 0.1167
H 3.1944 1.6907 2.8704
H 2.2669 2.4069 1.5413
H 1.5746 -0.2546 4.2845
H 2.8254 -0.6160 3.0973
H 1.1903 -2.5195 4.8547
H 0.5151 -4.8109 4.1920
H 0.2064 -5.2882 1.7527
H 0.3916 -3.4128 0.1456
H 0.4587 2.5807 2.6320
H 0.9609 1.8482 4.1624
H -1.0123 1.7149 5.4303
H -3.4534 1.2923 5.5645
H -4.6316 0.4988 3.5078
H -3.3050 0.0841 1.4680
H 5.2282 1.6448 1.6354
H 6.5730 0.6239 -0.1927
H 5.4164 -0.9184 -1.7815
H 3.0006 -1.3584 -1.4677
C 0.1181 -0.8531 -2.3713
Si -0.6990 -2.4894 -2.8801
C -2.5084 -2.4450 -2.1945
N -2.6199 -1.5572 -1.0187
C -3.8411 -0.7482 -1.0321
C -5.1118 -1.3647 -0.3985
C -4.8718 -2.7878 0.0919
C -3.6531 -2.7651 1.0034
C -2.3999 -2.3095 0.2261
C 0.1567 -4.0385 -2.1778
C 1.5136 -4.0147 -1.8664
C 2.1719 -5.1298 -1.3755
C 1.4760 -6.3144 -1.1936
C 0.1298 -6.3709 -1.5156
C -0.5174 -5.2455 -1.9987
C -0.8192 -2.7014 -4.7673
C -1.5864 -1.8138 -5.5208
C -1.7029 -1.9416 -6.8922
C -1.0435 -2.9667 -7.5502
C -0.2554 -3.8445 -6.8253
C -0.1434 -3.7084 -5.4527
H -0.3578 -0.0964 -3.0197
H 1.1645 -0.8815 -2.7131
H -2.8825 -3.4479 -1.9724
H -3.1542 -2.0757 -2.9879
H -4.0415 -0.5041 -2.0763
H -3.6263 0.2082 -0.5355
H -5.9332 -1.3389 -1.1149
H -5.4110 -0.7575 0.4614
H -4.7015 -3.4635 -0.7457
H -5.7468 -3.1442 0.6377
H -3.4720 -3.7506 1.4340
H -3.8583 -2.0843 1.8339
H -1.8290 -3.1945 -0.0546
H -1.7706 -1.7012 0.9055
H 2.0653 -3.0986 -2.0220
H 3.2261 -5.0768 -1.1387
H 1.9861 -7.1899 -0.8180
H -0.4094 -7.3000 -1.3974
H -1.5636 -5.3195 -2.2539
H -2.1101 -1.0094 -5.0207
H -2.3186 -1.2521 -7.4516
H -1.1438 -3.0802 -8.6191
H 0.2644 -4.6446 -7.3307
H 0.4732 -4.4003 -4.8980
N 3.0313 4.5075 -4.3075
C 2.2800 3.5474 -3.7666
N 1.6372 2.6910 -4.5810
N 2.1963 3.4991 -2.4584
C 1.5691 2.7316 -1.6746
N 1.0715 2.1359 -0.8019
H 3.1292 4.6106 -5.3036
H 3.5027 5.1657 -3.7104
H 1.7520 2.7303 -5.5815
H 1.1418 1.9038 -4.1963
N -4.0254 5.3227 1.9746
C -3.6629 4.7277 1.0671
C -3.2154 3.9083 -0.0004
C -3.7378 4.0024 -1.2894
C -3.2686 3.1080 -2.2376
C -2.3409 2.1463 -1.8660
N -1.8376 2.0442 -0.6319
C -2.2514 2.9337 0.2628
H -4.4814 4.7472 -1.5284
H -3.6365 3.1496 -3.2499
H -1.9788 1.4162 -2.5800
H -1.8070 2.8819 1.2469

Record 6
Here is a cluster of 10 separate species, C34H74O13 in total in a non-equilibrium geometry from the Open Molecules 2025 dataset. Energies are from the ωB97M-V functional and the def2-TZVPD basis.

Calculated values
orbital gap = 9.55 eV
max |F| = 3.21 eV/Å
SMILES string = C1CCOC1.C1CCOC1.C1CCOC1.C1CCOC1.C1CCOC1.C1CCOC1.C1CCOC1.OCCO.OCCO.OCCO
total charge = 0
spin multiplicity = 1

Geometry (Å):
C -15.7813 -16.5871 11.9147
C -15.3099 -16.0377 13.2897
C -13.8399 -16.5358 13.3756
O -13.4000 -16.4119 11.9971
C -14.5000 -16.4939 11.0835
H -16.5724 -16.0094 11.4816
H -16.0670 -17.6706 12.0940
H -15.8852 -16.2795 14.1668
H -15.2234 -14.9868 13.1171
H -13.7041 -17.5583 13.6926
H -13.2574 -15.9318 14.0132
H -14.2998 -17.4516 10.4974
H -14.4462 -15.5657 10.4835
C -19.9359 -13.9049 11.8990
C -19.4188 -12.4668 12.1990
C -20.7880 -11.8695 12.5339
O -21.6327 -12.2875 11.4025
C -21.2997 -13.6595 11.1555
H -20.1781 -14.3616 12.8977
H -19.3576 -14.6257 11.3298
H -18.9860 -11.8328 11.4779
H -18.8060 -12.2809 13.0858
H -20.8462 -10.7710 12.5290
H -21.2144 -12.3095 13.4398
H -21.2556 -13.8940 10.1075
H -22.0083 -14.3016 11.6756
C -19.3992 -8.5650 11.5745
C -18.2374 -8.8719 12.5797
C -17.7077 -7.4478 12.8683
O -17.8491 -6.7392 11.6462
C -18.8609 -7.3370 10.8981
H -20.2444 -8.3366 12.2421
H -19.6721 -9.3135 10.8683
H -17.4384 -9.4389 12.1004
H -18.6243 -9.4597 13.4039
H -16.5840 -7.5996 12.9893
H -18.1687 -6.9814 13.7142
H -18.3899 -7.6646 9.9364
H -19.6062 -6.5625 10.6696
C -11.2412 -10.6447 6.9694
C -9.8461 -11.1904 7.4223
C -9.7428 -10.4949 8.7996
O -11.0171 -10.0839 9.2242
C -11.5072 -9.5556 8.0007
H -11.9914 -11.3739 7.2171
H -11.3921 -10.3579 5.9105
H -9.0311 -10.9477 6.7283
H -9.7921 -12.2826 7.5296
H -9.1116 -9.5883 8.7088
H -9.2993 -11.1054 9.6073
H -10.9340 -8.6791 7.7512
H -12.5511 -9.3214 8.2830
C -18.8520 -10.4449 6.4937
C -18.4266 -9.1664 7.3160
C -18.6806 -8.0410 6.2788
O -19.5735 -8.5498 5.2758
C -19.0949 -9.8853 5.0830
H -19.7750 -10.8509 6.9303
H -18.0165 -11.1594 6.6100
H -17.3714 -9.2713 7.6781
H -19.0238 -9.0348 8.2371
H -17.6816 -7.7803 5.8359
H -19.1926 -7.1650 6.7032
H -18.2033 -9.9522 4.4954
H -19.8985 -10.3992 4.5630
C -13.8610 -11.0214 13.5735
C -14.7220 -12.2590 13.8119
C -16.0637 -11.5642 13.9687
O -15.7823 -10.2766 14.5559
C -14.3858 -10.1321 14.6385
H -13.9562 -10.5527 12.5805
H -12.7937 -11.3202 13.7217
H -14.4145 -12.7113 14.7639
H -14.7137 -12.9843 13.0122
H -16.7713 -12.0504 14.7147
H -16.5519 -11.5003 12.9436
H -14.0091 -10.3128 15.6715
H -14.1892 -9.0629 14.4158
C -16.3268 -13.5950 9.2781
C -15.3741 -12.6627 8.4985
C -15.4700 -11.3918 9.3389
O -15.8930 -11.8178 10.6707
C -16.0610 -13.1942 10.7625
H -16.1622 -14.6128 9.0290
H -17.3664 -13.3757 8.9836
H -15.7082 -12.6122 7.4368
H -14.3479 -12.9667 8.6092
H -16.2551 -10.7532 8.9085
H -14.5099 -10.8945 9.4893
H -16.8139 -13.4493 11.5003
H -15.1338 -13.7249 11.0648
O -11.6389 -14.3368 12.6138
C -11.2276 -13.2985 11.6904
C -10.8099 -13.7596 10.2985
O -11.9846 -14.3732 9.7710
H -12.1988 -15.0216 12.2281
H -12.0315 -12.6027 11.4796
H -10.3525 -12.8229 12.0874
H -10.0167 -14.4661 10.4188
H -10.5815 -12.9302 9.6322
H -11.9045 -15.3184 9.6868
O -10.4520 -6.3244 11.4262
C -10.2168 -7.7547 11.5955
C -10.9307 -8.1847 12.8648
O -12.2984 -7.8689 12.7122
H -10.4952 -6.0804 10.5019
H -10.6080 -8.3173 10.7406
H -9.1606 -7.9698 11.7365
H -10.4201 -7.6658 13.6795
H -10.8708 -9.2486 13.0009
H -12.4074 -6.9164 12.5840
O -13.8602 -8.9543 10.8185
C -14.8844 -7.9903 10.8067
C -14.6351 -6.8839 9.8167
O -14.6885 -7.1995 8.4214
H -13.1064 -8.4714 11.3130
H -15.7992 -8.6277 10.6170
H -15.0388 -7.5497 11.7901
H -13.6197 -6.5241 10.0919
H -15.3003 -6.0556 9.9195
H -14.1387 -7.9921 8.2196